(1)
Formula: C5H13NO
Source: OMol25
Level of theory: ωB97M-V with the def2-TZVPD basis set

Results
**Multiplicity**: 1
**Maximum force**: 3.1 eV/Å
**HOMO-LUMO gap**: 0.38675 hartree
**Lowest unoccupied orbital energy**: 0.99 eV
**SMILES**: C[C@H](N)CCCO

XYZ file:
```
20
C5H13NO, DFT ωB97M-V with the def2-TZVPD basis set
C 1.020 -1.020 -1.409
C 1.191 -0.028 -0.223
N 2.472 -0.263 0.612
C -0.036 -0.217 0.679
C -1.338 0.080 -0.134
C -2.255 0.982 0.651
O -1.606 2.232 0.833
H 0.722 -1.978 -0.946
H 0.074 -0.960 -1.914
H 1.959 -1.072 -2.046
H 1.318 1.043 -0.409
H 3.317 -0.487 -0.009
H 2.372 -1.138 1.202
H 0.066 0.434 1.480
H -0.002 -1.167 1.109
H -1.163 0.511 -1.202
H -1.800 -0.913 -0.316
H -2.404 0.541 1.618
H -3.157 1.134 0.032
H -0.752 2.286 0.394
```

Löwdin atomic charge list, values in e, 2 entries: atom 1 (C): -0.08, atom 2 (C): -0.42

=====

(2)
Formula: C2H3OPS2
Source: OMol25
Level of theory: ωB97M-V with the def2-TZVPD basis set

Results
**Multiplicity**: 1
**Maximum force**: 4.1 eV/Å
**HOMO-LUMO gap**: 0.32032 hartree
**Lowest unoccupied orbital energy**: 0.00 eV
**SMILES**: C#C[P@](O)(=S)S

XYZ file:
```
9
C2H3OPS2, DFT ωB97M-V with the def2-TZVPD basis set
C 1.569 -1.549 -0.471
C 0.721 -0.800 -0.064
P -0.724 0.169 0.240
O -0.771 0.414 1.808
S -2.462 -0.762 -0.596
S -0.195 2.077 -0.523
H 2.347 -2.183 -0.790
H -0.045 0.931 2.171
H -0.440 1.704 -1.776
```

Löwdin atomic charge list, values in e, 2 entries: atom 1 (C): 0.09, atom 2 (C): -0.31

=====

(3)
Formula: C16H22N4O2S
Source: OMol25
Level of theory: ωB97M-V with the def2-TZVPD basis set

Results
**Multiplicity**: 1
**Maximum force**: 0.3 eV/Å
**HOMO-LUMO gap**: 0.36006 hartree
**Lowest unoccupied orbital energy**: 0.45 eV

XYZ file:
```
45
C16H22N4O2S, DFT ωB97M-V with the def2-TZVPD basis set
C 0.429 -3.906 -1.617
C 0.668 -2.885 -0.512
C 0.624 -1.413 -0.989
C 1.636 -1.140 -2.107
C -0.727 -1.088 -1.478
N -1.782 -0.819 -1.844
C 0.980 -0.532 0.229
O 2.143 -0.267 0.462
N -0.053 -0.131 1.003
C 0.153 0.694 2.178
C -0.710 1.926 2.119
C -1.232 2.572 3.155
C -1.014 2.225 4.608
N -2.130 1.608 5.323
C -2.575 0.321 4.914
O -2.391 -0.644 5.607
C -3.358 0.179 3.615
C -3.030 -1.044 2.810
C -3.432 -1.306 1.529
C -2.963 -2.575 1.091
C -3.299 -3.212 -0.221
N -2.222 -3.222 1.962
S -2.092 -2.364 3.355
H 0.372 -4.907 -1.190
H -0.507 -3.715 -2.145
H 1.235 -3.905 -2.350
H -0.065 -3.019 0.288
H 1.654 -3.035 -0.068
H 1.669 -0.078 -2.346
H 2.625 -1.446 -1.773
H 1.366 -1.690 -3.007
H -0.990 -0.450 0.801
H -0.038 0.112 3.082
H 1.212 0.960 2.180
H -0.909 2.292 1.116
H -1.859 3.439 2.962
H -0.146 1.574 4.720
H -0.770 3.137 5.153
H -2.867 2.231 5.615
H -4.407 0.116 3.930
H -3.263 1.069 3.001
H -4.035 -0.642 0.926
H -3.815 -2.518 -0.879
H -2.396 -3.553 -0.726
H -3.933 -4.083 -0.052
```

Löwdin atomic charge list, values in e, 2 entries: atom 1 (C): -0.09, atom 2 (C): -0.18

=====

(4)
Formula: C5H5ClN2
Source: OMol25
Level of theory: ωB97M-V with the def2-TZVPD basis set

Results
**Multiplicity**: 3
**Maximum force**: 6.3 eV/Å
**HOMO-LUMO gap (alpha / beta)**: 0.19222 / 0.21462 hartree
**Lowest unoccupied orbital energy (alpha / beta)**: 0.61 / -3.27 eV

XYZ file:
```
13
C5H5ClN2, DFT ωB97M-V with the def2-TZVPD basis set
C 1.393 0.479 0.366
C 0.242 0.978 0.955
C 1.052 0.084 -0.861
C -1.912 -0.518 -2.811
C -1.172 -0.203 -1.922
N -0.797 0.887 0.233
N -0.351 0.225 -0.927
Cl -1.647 -1.903 2.226
H 2.475 0.353 0.671
H 0.100 1.581 1.895
H 1.598 -0.374 -1.760
H -2.652 -2.874 2.455
H -2.251 -1.002 -3.667
```

Löwdin atomic charge list, values in e, 2 entries: atom 1 (C): -0.10, atom 2 (C): -0.25

=====

(5)
Formula: C20H19N3O4S
Source: OMol25
Level of theory: ωB97M-V with the def2-TZVPD basis set

Results
**Multiplicity**: 1
**Maximum force**: 6.0 eV/Å
**HOMO-LUMO gap**: 0.31658 hartree
**Lowest unoccupied orbital energy**: -0.18 eV
**SMILES**: Cc1nccc(-c2cccc(NS(=O)(=O)c3cc(C(=O)O)cc(C)c3C)c2)n1

XYZ file:
```
47
C20H19N3O4S, DFT ωB97M-V with the def2-TZVPD basis set
C 4.043 4.582 1.172
C 2.911 4.973 0.216
N 2.835 6.178 -0.340
C 1.759 6.555 -1.033
C 0.602 5.762 -1.041
C 0.679 4.448 -0.485
C -0.464 3.527 -0.404
C -1.903 3.975 -0.618
C -2.970 3.101 -0.447
C -2.647 1.757 -0.068
C -1.368 1.340 0.174
N -1.243 0.006 0.619
S 0.057 -0.869 0.996
O 1.259 -0.525 0.131
O 0.293 -0.706 2.464
C -0.198 -2.677 0.483
C -0.392 -3.541 1.633
C -0.660 -4.923 1.450
C -0.574 -5.848 2.574
O -0.126 -6.980 2.427
O -0.952 -5.279 3.796
C -0.658 -5.468 0.131
C -0.440 -4.635 -0.981
C -0.424 -5.301 -2.288
C -0.238 -3.238 -0.834
C -0.277 -2.377 -2.059
C -0.261 2.214 -0.078
N 1.890 4.103 0.019
H 4.753 5.338 1.223
H 4.512 3.606 0.760
H 3.578 4.469 2.196
H 1.684 7.423 -1.832
H -0.217 6.046 -1.705
H -2.045 4.993 -0.954
H -3.968 3.424 -0.593
H -3.486 1.191 0.184
H -2.089 -0.326 1.020
H -0.235 -3.076 2.562
H -0.920 -5.961 4.504
H -0.664 -6.529 -0.005
H -1.239 -5.988 -2.392
H -0.718 -4.579 -3.029
H 0.572 -5.701 -2.535
H -1.254 -2.234 -2.578
H 0.118 -1.405 -1.791
H 0.357 -2.713 -2.920
H 0.727 1.867 0.280
```

Löwdin atomic charge list, values in e, 2 entries: atom 1 (C): -0.02, atom 2 (C): -0.36

=====

(6)
Formula: C17H32CdNO2P2
Source: OMol25
Level of theory: ωB97M-V with the def2-TZVPD basis set

Results
**Multiplicity**: 1
**Maximum force**: 2.8 eV/Å
**Charge**: +1
**HOMO-LUMO gap**: 0.24993 hartree
**Lowest unoccupied orbital energy**: -3.32 eV

XYZ file:
```
55
C17H32CdNO2P2, DFT ωB97M-V with the def2-TZVPD basis set
Cd 0.086 0.504 0.452
P -2.211 0.740 -0.625
C -2.174 1.222 -2.414
C -0.793 1.560 -2.946
N 0.288 1.336 -2.182
C 1.511 1.642 -2.649
C 1.687 2.287 -3.878
C 0.574 2.513 -4.683
C -0.682 2.120 -4.226
C 2.723 1.293 -1.798
P 2.360 -0.063 -0.581
H -1.574 2.236 -4.838
H 2.698 2.567 -4.173
H 0.692 2.967 -5.661
H 3.572 0.985 -2.435
H 3.040 2.169 -1.201
H -2.609 0.408 -2.975
H -2.822 2.107 -2.550
H -0.310 -3.365 -4.154
O -0.889 -4.121 -4.211
H -1.776 -3.736 -4.315
H -0.522 -3.252 2.729
O -0.394 -2.469 0.842
H -0.455 -3.412 0.611
C 2.660 -1.520 -1.653
H 3.563 -1.352 -2.263
H 2.807 -2.406 -1.018
H 1.803 -1.689 -2.322
C 3.854 -0.077 0.477
H 3.720 -0.890 1.208
H 4.765 -0.263 -0.117
H 3.933 0.887 1.003
C -3.224 2.076 0.109
H -4.247 2.063 -0.296
H -3.267 1.924 1.197
H -2.756 3.050 -0.098
C -3.343 -0.689 -0.628
H -3.546 -0.975 0.412
H -4.291 -0.439 -1.123
H -2.875 -1.534 -1.152
C -1.340 0.414 4.318
C -0.127 -0.467 4.030
C 1.153 0.363 4.108
C -0.059 -1.548 5.107
C -0.205 -1.030 2.615
C -0.373 -2.289 2.193
H -1.231 0.853 5.317
H -2.259 -0.183 4.307
H -1.457 1.216 3.580
H 1.244 0.805 5.108
H 2.025 -0.279 3.928
H 1.174 1.158 3.352
H -0.963 -2.166 5.114
H 0.810 -2.199 4.963
H 0.030 -1.053 6.083
```

Löwdin atomic charge list, values in e, 2 entries: atom 1 (Cd): 1.08, atom 2 (P): 0.76

=====

(7)
Formula: C17H25AlBr2Cl5FN3O9PS
Source: OMol25
Level of theory: ωB97M-V with the def2-TZVPD basis set

Results
**Multiplicity**: 1
**Maximum force**: 5.4 eV/Å
**HOMO-LUMO gap**: 0.03873 hartree
**Lowest unoccupied orbital energy**: -5.31 eV

XYZ file:
```
65
C17H25AlBr2Cl5FN3O9PS, DFT ωB97M-V with the def2-TZVPD basis set
N -4.827 0.484 -1.153
P -4.367 -0.243 0.206
O -5.505 -0.126 1.459
O -4.130 -1.878 -0.057
C -2.857 0.587 0.873
C -2.373 0.074 2.058
C -1.140 0.765 2.694
O -0.780 0.485 3.818
C -0.356 1.865 1.938
C -0.841 2.367 0.763
C -2.161 1.778 0.190
O -2.595 2.268 -0.837
H -5.779 0.857 -0.955
H -6.321 0.275 1.098
H -4.713 -2.173 -0.786
H -2.888 -0.821 2.516
H 0.601 2.223 2.385
H -0.303 3.175 0.208
N -2.239 -2.758 -2.443
H -2.786 -3.607 -2.598
H -2.596 -2.263 -1.615
H -1.256 -3.005 -2.295
H -2.313 -2.149 -3.262
Cl -0.944 1.073 -2.076
O -4.431 -0.557 6.441
S -4.860 0.020 5.158
O -4.432 -0.861 4.055
O -4.245 1.351 4.994
O -6.325 0.157 5.138
Br -0.968 -0.986 -5.237
C 0.885 -0.805 -5.811
C 1.666 0.041 -4.839
Br 1.263 1.930 -5.049
H 0.867 -0.402 -6.821
H 1.278 -1.821 -5.838
H 2.736 -0.046 -5.033
H 1.468 -0.209 -3.796
C 3.698 2.774 -2.131
Cl 5.283 2.735 -1.279
Cl 2.434 2.149 -1.065
Cl 3.284 4.398 -2.678
H 3.762 2.127 -3.002
Al -5.571 2.126 0.360
O 1.437 -1.122 5.819
H 2.241 -0.982 5.307
H 0.726 -0.902 5.203
Cl 6.166 4.416 -3.152
C 7.121 5.585 1.649
C 6.722 4.908 0.420
N 6.406 4.371 -0.552
H 6.324 6.227 2.027
H 7.367 4.871 2.437
H 7.999 6.213 1.492
F 0.661 -1.458 1.309
C 0.881 -2.679 0.811
C 2.062 -3.335 1.106
C 2.281 -4.605 0.589
C 1.324 -5.201 -0.225
C 0.143 -4.529 -0.517
C -0.082 -3.262 0.008
H 2.799 -2.852 1.734
H 3.199 -5.131 0.819
H 1.499 -6.190 -0.630
H -0.602 -4.994 -1.154
H -1.000 -2.724 -0.198
```

Löwdin atomic charge list, values in e, 2 entries: atom 1 (N): -0.15, atom 2 (P): 0.62

=====

(8)
Formula: C3H11NO2
Source: OMol25
Level of theory: ωB97M-V with the def2-TZVPD basis set

Results
**Multiplicity**: 2
**Maximum force**: 3.1 eV/Å
**Charge**: +1
**HOMO-LUMO gap (alpha / beta)**: 0.34224 / 0.20512 hartree
**Lowest unoccupied orbital energy (alpha / beta)**: -5.18 / -8.86 eV

XYZ file:
```
17
C3H11NO2, DFT ωB97M-V with the def2-TZVPD basis set
C 1.451 1.225 -0.369
C -0.024 0.828 -0.273
C -0.236 -0.229 -2.443
N -0.472 -0.130 -1.234
H 1.715 2.004 0.346
H 2.168 0.425 -0.208
H 1.648 1.608 -1.378
H -0.687 1.683 -0.280
H -0.157 0.365 0.724
H 0.249 0.405 -3.194
H -0.722 -1.065 -2.986
H -0.239 -1.904 0.405
H -1.589 -2.504 0.809
O -0.809 -2.088 1.163
H -0.812 0.000 3.688
H -0.496 -0.708 2.487
O -0.990 0.085 2.743
```

Löwdin atomic charge list, values in e, 2 entries: atom 1 (C): -0.03, atom 2 (C): -0.19

=====

(9)
Formula: C5H9NO
Source: OMol25
Level of theory: ωB97M-V with the def2-TZVPD basis set

Results
**Multiplicity**: 1
**Maximum force**: 0.5 eV/Å
**HOMO-LUMO gap**: 0.38786 hartree
**Lowest unoccupied orbital energy**: 0.95 eV
**SMILES**: CC1(C)COC=N1

XYZ file:
```
16
C5H9NO, DFT ωB97M-V with the def2-TZVPD basis set
C 0.990 1.141 0.685
C 0.173 0.099 -0.074
C 1.086 -0.853 -0.854
C -0.808 -0.652 0.870
O -2.096 -0.503 0.244
C -1.892 0.352 -0.786
N -0.725 0.772 -1.037
H 1.609 1.716 -0.010
H 1.643 0.662 1.424
H 0.331 1.839 1.212
H 1.587 -1.564 -0.184
H 0.503 -1.413 -1.593
H 1.847 -0.285 -1.399
H -0.597 -1.721 0.980
H -0.863 -0.195 1.867
H -2.790 0.605 -1.344
```

Löwdin atomic charge list, values in e, 2 entries: atom 1 (C): -0.05, atom 2 (C): -0.56

=====

(10)
Formula: C28H26N3O5PbSi
Source: OMol25
Level of theory: ωB97M-V with the def2-TZVPD basis set

Results
**Multiplicity**: 1
**Maximum force**: 0.8 eV/Å
**Charge**: -1
**HOMO-LUMO gap**: 0.26561 hartree
**Lowest unoccupied orbital energy**: 2.69 eV

XYZ file:
```
64
C28H26N3O5PbSi, DFT ωB97M-V with the def2-TZVPD basis set
Pb 1.728 1.202 -0.219
O 2.149 5.755 -0.765
C 1.849 4.565 -0.773
O 2.628 3.560 -0.748
C 0.358 4.217 -0.836
C -0.598 5.192 -0.587
C -1.936 4.849 -0.675
C -2.273 3.564 -1.075
C -1.259 2.650 -1.303
N 0.027 2.962 -1.140
H -0.256 6.181 -0.317
H -2.704 5.571 -0.427
H -3.307 3.264 -1.188
H -1.450 1.618 -1.565
C 6.057 -0.012 -1.939
C 4.655 0.097 -1.410
N 4.091 1.227 -1.208
O 4.813 2.348 -1.557
C 3.885 -1.101 -1.132
C 4.543 -2.441 -0.962
N 2.577 -0.998 -1.057
O 1.881 -2.040 -0.906
H 6.269 0.845 -2.576
H 6.189 -0.932 -2.504
H 6.771 0.003 -1.113
H 4.177 3.063 -1.320
H 5.555 -2.335 -0.570
H 4.577 -3.003 -1.901
H 3.936 -3.019 -0.263
O -0.292 0.033 -0.524
Si -1.194 -0.972 0.300
C -0.210 -2.101 1.470
C 0.620 -1.431 2.372
C 1.508 -2.102 3.194
C 1.581 -3.488 3.145
C 0.756 -4.179 2.272
C -0.124 -3.490 1.447
C -2.459 -1.772 -0.879
C -3.248 -0.874 -1.604
C -4.106 -1.293 -2.607
C -4.217 -2.645 -2.903
C -3.464 -3.560 -2.185
C -2.595 -3.124 -1.191
C -2.274 0.063 1.505
C -3.396 -0.413 2.184
C -4.097 0.384 3.077
C -3.709 1.700 3.292
C -2.612 2.207 2.609
C -1.908 1.390 1.736
H 0.581 -0.345 2.418
H 2.157 -1.548 3.862
H 2.285 -4.021 3.773
H 0.813 -5.260 2.219
H -0.735 -4.062 0.761
H -3.187 0.184 -1.365
H -4.680 -0.568 -3.173
H -4.883 -2.981 -3.688
H -3.538 -4.617 -2.412
H -2.019 -3.865 -0.653
H -3.726 -1.434 2.012
H -4.947 -0.018 3.618
H -4.257 2.326 3.986
H -2.309 3.237 2.757
H -1.045 1.787 1.213
```

Löwdin atomic charge list, values in e, 2 entries: atom 1 (Pb): 1.53, atom 2 (O): 0.02

=====

(11)
Formula: C3H10N3
Source: OMol25
Level of theory: ωB97M-V with the def2-TZVPD basis set

Results
**Multiplicity**: 2
**Maximum force**: 6.8 eV/Å
**Charge**: +2
**HOMO-LUMO gap (alpha / beta)**: 0.42960 / 0.22428 hartree
**Lowest unoccupied orbital energy (alpha / beta)**: -9.29 / -14.51 eV

XYZ file:
```
16
C3H10N3, DFT ωB97M-V with the def2-TZVPD basis set
C 1.905 -0.376 1.344
C 1.071 0.438 0.394
N 0.138 -0.473 -0.276
C -0.991 -0.016 -0.813
N -1.817 -0.880 -1.402
N -1.583 1.208 -0.490
H 2.352 -1.316 0.941
H 2.711 0.343 1.804
H 1.353 -0.771 2.276
H 1.613 0.871 -0.424
H 0.643 1.315 0.961
H 0.482 -1.458 -0.273
H -1.337 -1.612 -2.040
H -2.845 -0.683 -1.498
H -2.586 1.389 -0.496
H -1.112 2.021 -0.009
```

Löwdin atomic charge list, values in e, 2 entries: atom 1 (C): -0.06, atom 2 (C): -0.15

=====

(12)
Formula: C2H5ClO3
Source: OMol25
Level of theory: ωB97M-V with the def2-TZVPD basis set

Results
**Multiplicity**: 1
**Maximum force**: 3.7 eV/Å
**HOMO-LUMO gap (alpha / beta)**: 0.27422 / 0.28292 hartree
**Lowest unoccupied orbital energy (alpha / beta)**: -1.27 / -1.22 eV

XYZ file:
```
11
C2H5ClO3, DFT ωB97M-V with the def2-TZVPD basis set
C 0.199 1.075 -0.272
C -0.383 -0.705 0.881
O 0.655 -1.471 1.235
O -1.259 -1.385 0.009
O -0.842 0.071 1.828
Cl -1.967 -0.643 3.193
H 0.226 0.505 -1.159
H -0.580 1.780 -0.114
H 1.132 1.403 0.235
H 0.954 -2.279 0.695
H -2.196 -1.040 -0.037
```

Löwdin atomic charge list, values in e, 2 entries: atom 1 (C): 0.14, atom 2 (C): -0.70

=====

(13)
Formula: C24H26N8S3SeY
Source: OMol25
Level of theory: ωB97M-V with the def2-TZVPD basis set

Results
**Multiplicity**: 1
**Maximum force**: 1.3 eV/Å
**Charge**: +1
**HOMO-LUMO gap**: 0.27138 hartree
**Lowest unoccupied orbital energy**: -3.71 eV

XYZ file:
```
63
C24H26N8S3SeY, DFT ωB97M-V with the def2-TZVPD basis set
Y -0.456 -0.718 0.151
S -2.507 -0.374 1.991
C -1.525 1.032 2.240
N -0.430 1.249 1.532
C 0.200 2.447 1.888
C 1.368 2.971 1.341
C 1.836 4.176 1.830
C 1.162 4.860 2.846
C 0.001 4.347 3.393
C -0.469 3.135 2.901
S -1.888 2.254 3.390
H 1.895 2.445 0.557
H 2.743 4.597 1.418
H 1.551 5.801 3.209
H -0.524 4.872 4.179
Se 1.924 0.099 -0.952
C 2.725 -0.967 -2.322
C 3.037 -2.305 -2.129
C 3.657 -2.993 -3.163
N 3.973 -2.447 -4.333
C 3.672 -1.162 -4.499
C 3.052 -0.379 -3.535
H 2.820 -2.807 -1.196
H 3.914 -4.039 -3.037
H 3.941 -0.728 -5.455
H 2.841 0.664 -3.727
N 1.708 -4.748 6.149
C 2.462 -4.432 5.085
S 4.024 -4.893 4.934
C 1.759 -3.652 4.003
C 2.506 -2.983 3.042
C 1.862 -2.276 2.051
N 0.521 -2.200 1.960
C -0.203 -2.849 2.882
C 0.373 -3.577 3.904
H 2.138 -5.279 6.889
H 0.774 -4.410 6.288
H 3.586 -3.022 3.080
H 2.426 -1.734 1.301
H -1.278 -2.766 2.804
H -0.290 -4.093 4.582
C -3.301 0.895 -1.039
N -4.049 1.657 -2.013
C -3.255 2.819 -2.418
N -1.980 2.412 -3.011
C -1.230 1.640 -2.048
N -1.986 0.414 -1.591
C -2.286 -0.387 -2.821
N -3.030 0.373 -3.799
C -4.289 0.819 -3.190
C -2.253 1.561 -4.172
H -3.880 0.026 -0.725
H -3.098 1.510 -0.163
H -3.062 3.445 -1.545
H -3.819 3.400 -3.147
H -1.010 2.248 -1.167
H -0.289 1.312 -2.487
H -2.870 -1.263 -2.524
H -1.338 -0.714 -3.256
H -4.877 -0.052 -2.899
H -4.853 1.391 -3.926
H -2.816 2.132 -4.910
H -1.308 1.247 -4.619
```

Löwdin atomic charge list, values in e, 2 entries: atom 1 (Y): 1.28, atom 2 (S): 0.53